(1)
{"formula": "C26H25BrF3N3O2RuS", "method": "ωB97M-V/def2-TZVPD", "elements": ["C", "H", "C", "C", "H", "F", "H", "H", "H", "H", "C", "C", "O", "C", "H", "C", "H", "H", "C", "C", "O", "C", "H", "C", "C", "C", "S", "H", "H", "C", "F", "H", "F", "H", "C", "Br", "H", "H", "H", "C", "H", "C", "C", "H", "Ru", "N", "C", "H", "H", "C", "C", "C", "C", "N", "C", "C", "H", "N", "H", "H", "H", "C"], "coordinates": [[0.5244, 1.1273, 4.6718], [-0.7551, 2.7385, 7.3464], [-1.4370, -2.7676, -1.6733], [-1.6352, 2.6986, 5.4016], [-1.6672, -3.2233, 2.7468], [6.2469, -1.1057, -1.4388], [1.2466, 0.1076, -3.1240], [-2.1682, 0.1969, -3.0118], [-2.5563, 0.2080, -0.5626], [-2.1298, -0.9057, -5.1762], [2.7728, 1.7909, 0.5299], [-0.4361, 1.4618, 3.7144], [-0.6703, 1.5093, 1.3046], [-0.8165, -3.2289, 2.0631], [-0.4729, -4.2555, 1.9534], [0.1968, 1.9650, -3.6907], [-4.2854, -1.9969, -3.1332], [-0.0210, -2.6430, 2.5272], [4.9365, -1.3567, -1.3542], [-3.9682, -0.9530, -3.0980], [0.4858, -0.1029, 2.1699], [-0.7115, 2.1856, -1.6943], [-0.7295, -1.4679, -4.2550], [-1.8202, -1.4716, -4.2971], [-0.2158, 0.9478, 2.3494], [-1.7056, -1.3222, 0.6690], [1.6582, -1.5548, -0.8746], [0.4142, 2.2028, -4.7161], [-4.4319, -0.4927, -2.2243], [4.2023, -0.2312, -0.6751], [4.4749, -1.5426, -2.6028], [4.6302, 2.8198, 0.7378], [4.7795, -2.5103, -0.6931], [-1.3266, -3.3621, -2.5708], [-1.9363, -1.4841, -1.7567], [-2.9487, 2.6846, 2.9269], [-2.1508, -2.5009, -4.4459], [-1.2812, 2.5834, -0.8702], [2.1499, 2.5461, 0.9916], [-1.5255, 2.2478, 4.0957], [-0.6854, -4.3471, -0.4274], [4.1333, 1.9295, 0.3832], [-2.0609, -0.7574, -0.5543], [-1.0949, 3.5847, -3.1980], [0.2542, 0.0255, 0.0942], [2.1547, 0.6896, 0.0920], [-0.6597, 2.3757, 6.3317], [1.1783, 1.3263, 6.6987], [-4.3491, -0.4529, -3.9893], [2.8208, -0.3180, -0.4898], [-1.0709, -3.3350, -0.4460], [0.6033, 0.9397, -2.8995], [4.8504, 0.9026, -0.2318], [0.0223, 1.0882, -1.6581], [-1.1947, -2.6388, 0.7379], [-2.4388, -0.8648, -3.0430], [1.3546, 0.5035, 4.3700], [-0.6275, 2.7403, -2.9117], [5.9202, 0.9896, -0.3639], [-2.4895, 3.2957, 5.6869], [-1.9593, -0.8050, 1.5862], [0.4223, 1.5858, 5.9709]], "forces_ev_per_a": [[-0.0074, 0.0082, 0.0057], [-0.0001, 0.0002, 0.0000], [0.0177, -0.0403, 0.0056], [0.0040, -0.0002, 0.0019], [0.0004, 0.0020, -0.0015], [-0.0029, 0.0001, 0.0001], [-0.0041, -0.0059, -0.0045], [-0.0018, 0.0104, 0.0058], [0.0096, 0.0018, -0.0055], [0.0023, -0.0025, -0.0013], [-0.0082, 0.0020, 0.0031], [-0.0092, 0.0099, 0.0202], [0.0509, -0.0412, 0.0432], [-0.0001, -0.0011, 0.0018], [-0.0001, -0.0009, -0.0004], [0.0249, -0.0057, -0.0091], [0.0028, -0.0007, 0.0016], [0.0014, -0.0044, 0.0002], [0.0016, -0.0015, -0.0047], [-0.0078, -0.0019, -0.0020], [0.0010, -0.0622, -0.1169], [-0.0113, -0.0238, -0.0399], [-0.0031, -0.0054, 0.0035], [0.0077, 0.0038, -0.0085], [-0.0362, 0.0425, -0.0583], [-0.0207, -0.0876, 0.0888], [-0.0227, 0.0331, 0.0546], [-0.0002, -0.0012, 0.0004], [0.0050, 0.0018, -0.0002], [-0.0078, -0.0199, -0.0067], [0.0031, 0.0005, 0.0044], [-0.0031, 0.0019, 0.0001], [-0.0014, 0.0035, -0.0023], [-0.0001, -0.0019, 0.0040], [-0.0250, 0.0501, 0.0326], [0.0010, 0.0011, 0.0049], [-0.0035, 0.0002, -0.0005], [0.0011, 0.0006, 0.0045], [0.0029, -0.0006, 0.0030], [0.0033, -0.0022, -0.0043], [0.0004, -0.0009, -0.0026], [-0.0029, 0.0015, 0.0030], [0.0166, 0.0220, -0.0337], [0.0039, 0.0014, 0.0010], [0.0065, 0.0204, -0.0308], [0.0288, 0.0591, 0.0334], [-0.0020, 0.0010, -0.0008], [-0.0001, 0.0001, 0.0009], [-0.0006, -0.0016, -0.0006], [0.0118, -0.0341, -0.0061], [-0.0066, 0.0119, -0.0402], [-0.0007, 0.0083, -0.0014], [0.0131, 0.0044, 0.0001], [-0.0343, -0.0211, 0.0258], [-0.0002, 0.0628, 0.0099], [0.0221, -0.0113, -0.0013], [0.0011, -0.0013, -0.0006], [-0.0205, 0.0200, 0.0211], [-0.0002, -0.0018, -0.0010], [-0.0005, -0.0002, 0.0000], [0.0001, -0.0013, -0.0008], [0.0003, -0.0014, 0.0012]], "energy_ev": -127542.89752, "total_charge": 1, "multiplicity": 2, "e_homo_ev": [-11.31, -11.07], "gap_ha": [0.319, 0.251], "relative_energy_kcal_mol": 0.0}

(2)
{"formula": "C17H22N4", "method": "ωB97M-V/def2-TZVPD", "elements": ["N", "C", "C", "C", "H", "C", "C", "H", "H", "C", "H", "H", "H", "C", "N", "H", "H", "C", "H", "C", "H", "H", "C", "H", "N", "C", "H", "H", "H", "N", "H", "H", "H", "C", "H", "C", "H", "C", "H", "H", "C", "C", "C"], "coordinates": [[4.9667, 0.7526, 1.3492], [-0.9122, 0.4518, 0.6001], [-3.0532, 0.5633, -2.1121], [3.6257, 0.7060, 1.6313], [-0.6210, -0.3166, -3.0442], [2.6284, 0.4181, 0.6416], [5.6446, 1.0505, 2.4876], [-4.0294, -3.9252, -1.3604], [4.9847, 1.4356, 4.5327], [-1.5209, 1.4453, -0.3907], [-3.6303, 1.4857, -2.0061], [1.0119, 0.9667, -1.6674], [-5.1780, -3.4491, 0.7721], [-4.7705, -2.6408, 0.1832], [-1.6834, 0.8677, -1.7184], [5.3494, -0.4818, -0.2956], [5.2194, 1.2504, -0.6672], [-4.9030, -1.3313, 0.6124], [1.2683, -0.7917, -1.5467], [-4.1241, -2.9072, -1.0113], [-1.5524, -0.4357, 0.6801], [2.5336, 1.0172, 3.4943], [3.4714, 0.9827, 2.9789], [-0.8472, 2.3083, -0.4761], [0.4098, 0.0682, 0.1476], [5.5738, 0.5242, 0.0695], [-5.4201, -1.1142, 1.5356], [-3.0232, 0.2999, -3.1741], [-3.1155, -2.0848, -2.7058], [1.3946, 0.3904, 0.9796], [2.9799, 0.2266, -0.3754], [-2.4792, 1.8085, -0.0215], [6.7144, 1.1358, 2.4872], [-0.7624, -0.2309, -1.9610], [-4.4957, 0.7219, 0.2015], [4.7473, 1.1987, 3.5141], [-0.8063, 0.8962, 1.5901], [-3.5999, -1.8702, -1.7632], [-1.1498, -1.1938, -1.5912], [6.6539, 0.6258, 0.1652], [-4.3750, -0.2967, -0.1393], [-3.7060, -0.5523, -1.3310], [0.5809, 0.0241, -1.2951]], "forces_ev_per_a": [[-0.2171, 0.0031, 0.0850], [-0.4050, 0.0651, 0.0656], [0.0832, 0.0920, -0.0281], [0.0918, 0.2214, 0.8298], [0.0511, -0.1242, 0.0885], [-0.3927, -0.1898, -0.9283], [0.3082, 0.1011, 0.3547], [-0.0003, -0.0773, -0.0233], [0.0901, 0.0402, 0.1566], [0.2177, 0.1115, 0.2423], [-0.0358, -0.0712, -0.0774], [0.0669, -0.0248, 0.0071], [-0.0364, -0.0609, 0.0422], [-0.0276, -0.0660, 0.0447], [0.0541, -0.0435, -0.1253], [0.0549, 0.0649, 0.0038], [0.0622, -0.0497, 0.0284], [-0.0352, 0.0132, 0.1087], [-0.0036, 0.1042, -0.0675], [0.0118, -0.1143, -0.0242], [-0.0173, 0.1216, 0.0466], [-0.2127, -0.0048, 0.0690], [-0.1168, -0.1061, -0.3907], [-0.1026, -0.0143, 0.1784], [-0.2262, -0.2004, -0.4329], [0.0553, -0.0807, -0.4175], [-0.0460, 0.0127, 0.0723], [-0.1085, 0.0347, 0.0224], [0.0657, -0.0037, -0.0841], [0.3516, 0.1646, 0.4554], [-0.1793, -0.0646, 0.0018], [0.0013, 0.0279, -0.0038], [0.1642, -0.0031, -0.0596], [0.0841, -0.0381, -0.0908], [-0.0091, 0.1104, 0.0156], [0.2336, 0.0287, 0.0136], [-0.0106, -0.0532, -0.0826], [-0.0733, 0.0554, 0.0106], [0.0795, 0.0616, -0.0522], [-0.0715, -0.0047, 0.0048], [-0.0175, 0.0075, -0.0458], [-0.0126, 0.0047, -0.0809], [0.2303, -0.0511, 0.0670]], "energy_ev": -23944.71906, "multiplicity": 1, "e_homo_ev": -6.87, "gap_ha": 0.281, "relative_energy_kcal_mol": 0.0, "smiles": "Cn1cccc1/C=N/N1CCN(Cc2ccccc2)CC1"}

(3)
{"formula": "C23H49BN2O6P", "method": "ωB97M-V/def2-TZVPD", "elements": ["H", "N", "H", "C", "H", "C", "C", "O", "H", "H", "H", "C", "H", "H", "C", "H", "H", "H", "H", "C", "C", "C", "H", "C", "C", "H", "H", "H", "H", "O", "N", "O", "O", "C", "C", "H", "H", "H", "H", "H", "C", "C", "H", "H", "C", "H", "H", "P", "H", "H", "H", "H", "C", "H", "H", "H", "C", "C", "H", "H", "H", "H", "C", "H", "C", "B", "O", "H", "C", "H", "H", "H", "H", "C", "H", "C", "H", "O", "H", "H", "H", "H"], "coordinates": [[7.6569, -5.6655, -0.2721], [1.5805, 0.1940, 2.1069], [3.1345, 1.4646, 0.0366], [-4.7018, 3.6207, 0.3124], [-4.9890, 5.8808, -1.7124], [0.4036, 1.1028, 0.0610], [-3.4177, 6.2860, 0.5100], [1.3987, -4.8395, -3.3689], [-1.2259, -0.7310, 3.8733], [4.4091, -9.2628, -1.1486], [-6.4083, 4.5933, -0.7143], [0.6470, 2.5004, 2.1744], [-1.3711, -1.5000, 1.4752], [-0.0330, -2.5930, 3.3876], [2.9749, -6.8254, -1.7000], [0.0760, -1.6535, 0.5021], [-5.5771, 6.3944, 0.3910], [-3.5938, 6.7628, -2.2549], [2.3577, 3.0167, 0.2385], [1.8826, -4.4520, -2.3014], [4.8748, -9.1360, -2.1936], [-3.1059, 5.3396, -0.6655], [4.4528, -9.9825, -2.8265], [-0.4689, -0.0279, 3.5115], [2.9191, -5.2651, -1.3966], [2.0250, -3.0473, -0.9543], [1.3822, -2.6673, 2.3603], [-1.3696, 4.8868, -1.9282], [1.0515, 3.4954, 1.9753], [1.5033, -3.1768, -1.7872], [-3.3886, 3.9084, -0.3419], [2.4902, -0.5592, 1.4418], [5.7739, -5.1948, -3.9740], [-4.8075, 6.0644, 1.0959], [-4.7811, 2.1786, 0.8754], [-1.5441, 0.8867, 0.9820], [-0.9257, 5.3974, -0.2895], [1.4752, -1.8566, 3.9342], [-4.9310, 6.6863, 1.9882], [6.0019, -9.2298, -2.0841], [-5.0152, 4.5996, 1.4670], [-5.8307, 3.6668, -0.7548], [0.1306, 0.2696, 4.3759], [0.0918, 2.0384, -0.4167], [0.8406, -2.0239, 3.0597], [-4.5653, 1.4382, 0.1018], [-6.5500, 2.8541, -0.6294], [4.3425, -7.4149, -2.8395], [5.0092, -4.6577, -3.6411], [-5.4371, 3.5505, -1.7672], [-1.4834, 6.5823, -1.4502], [-3.3273, 7.3285, 0.1877], [-1.6358, 5.5564, -1.1056], [-4.0943, 2.0134, 1.7113], [3.8450, -7.6550, -4.1679], [-0.4323, 2.5753, 2.0216], [1.3020, 1.4100, 1.2809], [2.5965, 2.0850, 0.7598], [-1.3542, 0.0042, -0.5141], [1.9791, -7.0970, -2.2138], [-1.0243, 0.8434, 3.1659], [-4.3797, 4.3702, 2.3297], [-3.9210, 5.7794, -1.9030], [2.5396, -5.1482, -0.3147], [6.8068, -5.5981, -1.0241], [5.8717, -6.2671, -2.9985], [-2.4111, 3.4731, 0.4868], [2.9730, -7.4437, -0.7307], [0.4095, -0.6798, 2.4197], [0.8329, 2.3210, 3.2362], [0.9794, 0.5536, -0.6931], [5.8209, -6.0279, -0.6061], [-5.7834, 1.9751, 1.2646], [-0.8340, 0.2839, 0.4078], [-6.0482, 4.4577, 1.8043], [-0.4566, -0.9745, 1.1802], [-2.6773, 6.1515, 1.3078], [7.0893, -6.3827, -2.2460], [3.2768, 2.3246, 1.5799], [3.9073, -4.7069, -1.4360], [-3.7866, 5.0813, -2.7335], [6.5721, -4.5042, -1.2824]], "forces_ev_per_a": [[-1.1603, -0.1169, -1.2338], [1.3144, -2.3818, -3.3787], [-0.0770, -0.0751, 0.2377], [-1.9023, -0.9038, -0.3205], [0.0648, -0.1187, 0.0068], [-0.0900, -0.3742, 0.0283], [-0.1229, -0.2248, 0.3960], [1.7603, 0.7139, 3.2600], [0.2087, -0.0826, -0.1692], [0.7546, 0.3039, -1.5461], [0.1178, -0.0211, -0.0861], [-0.3721, -0.0071, 0.2952], [0.1831, 0.0130, 0.2267], [-0.0702, 0.3021, -0.0708], [-1.4360, 0.2742, -0.0545], [0.1511, 0.0442, 0.1236], [0.0423, -0.0353, -0.0064], [0.1424, -0.1483, 0.2016], [-0.2617, -0.1454, 0.2148], [-1.4628, 0.7083, -1.5287], [-0.4091, -0.2887, 0.7610], [0.2249, 1.4172, -1.6561], [0.6234, 1.2964, 0.5994], [-0.2257, 0.3374, 0.0011], [-0.8016, 0.5403, 0.7429], [-0.7332, 0.2363, -0.7608], [0.0685, 0.2215, 0.0326], [-0.0611, 0.0004, 0.0782], [0.0280, -0.1889, -0.2229], [1.8308, -2.8372, 0.0278], [2.1030, 0.0262, 3.6518], [-1.0784, 1.2184, 1.5610], [-0.9791, -1.7486, 3.0875], [-0.0655, 0.0097, -0.0181], [0.7944, 0.1116, 0.2223], [0.0590, 0.0137, -0.0331], [-0.1778, -0.1503, -0.0560], [-0.0105, 0.0268, -0.1049], [-0.0068, -0.0537, -0.0882], [-1.4375, 0.2866, -0.3413], [0.3034, 0.2575, 0.0079], [-0.1173, 0.2347, -0.2968], [0.0234, -0.0120, -0.1172], [0.1583, 0.0234, 0.2497], [0.5568, 0.1200, -0.4100], [0.0218, 0.0699, -0.0231], [0.1458, 0.0651, 0.2341], [-0.8906, -2.6672, 0.8276], [0.5199, -0.2637, -1.1669], [0.0401, 0.0742, 0.1271], [-0.3041, -0.0789, 0.0313], [0.0956, -0.1848, -0.2050], [0.1296, -0.5596, 0.5080], [0.0668, 0.1064, -0.2277], [0.1648, 0.4253, 0.8195], [0.0662, -0.0540, 0.0540], [-0.0855, 2.2146, 0.0794], [0.2931, -0.7893, -0.1019], [0.0221, 0.0465, 0.0829], [1.5278, 0.3699, 0.5697], [0.1488, -0.0035, -0.0101], [0.0888, -0.1270, -0.1479], [-0.3993, 0.0223, -0.0508], [0.6575, -0.1654, -1.5718], [-1.1385, 0.3047, 0.2877], [3.6608, 3.1097, -1.0733], [-1.3075, 0.2278, -1.8160], [0.4609, 0.9800, -1.4957], [-1.2795, -0.6308, 1.5967], [-0.0012, -0.0876, -0.1197], [0.1569, -0.0135, 0.1500], [1.5359, 0.6089, 0.0990], [0.0414, 0.2769, -0.2138], [-0.0792, 0.0694, 0.0490], [0.1031, -0.1976, -0.1890], [0.1567, 0.2002, -0.3857], [0.0283, -0.1693, -0.1443], [-2.7378, 0.3176, -0.5527], [-0.0568, -0.0489, 0.0111], [-1.0148, -0.8061, 0.0374], [0.0046, -0.0108, 0.1129], [0.7029, -1.4550, 0.3042]], "energy_ev": -49866.01362, "total_charge": 1, "multiplicity": 3, "e_homo_ev": [-10.29, -10.96], "gap_ha": [0.210, 0.235]}